This record from the Open Molecules 2025 dataset describes a 2-piece molecular cluster, C5H11O3 overall. The level of theory is ωB97M-V with the def2-TZVPD basis set.

Structure (XYZ):
```
19
Properties=species:S:1:pos:R:3:forces:R:3
O 2.99114 -0.38448 -1.24364 -0.567 0.155 -0.662
O -2.09973 -1.12824 0.64536 0.248 -0.098 0.144
O -2.82942 0.84531 1.39563 1.124 -0.337 0.781
C 1.75346 0.22352 -1.72789 0.859 1.280 0.895
C 1.45835 1.38505 -0.75563 -1.003 -0.310 0.145
C -2.00328 -0.11151 1.38686 -1.220 -0.196 -1.332
C 0.63773 -0.76458 -1.76598 -0.835 -1.785 -1.274
C -0.68882 -0.08375 2.20613 -1.631 -0.236 -0.380
H -0.48891 -1.11609 2.48123 0.009 0.067 0.504
H 0.81516 2.20283 -1.09989 0.478 0.000 -0.680
H 0.06085 -0.85679 -0.84084 -0.119 0.190 -0.188
H 2.02444 0.68811 -2.66966 -0.035 -0.420 -0.469
H 2.40510 1.73824 -0.36347 -0.049 0.288 0.099
H 0.94038 -1.78145 -2.05680 0.932 -0.022 0.711
H 0.01728 0.13080 1.41883 0.623 0.673 0.453
H 0.80225 1.01431 0.03176 0.556 -0.155 0.377
H -0.85945 0.61722 3.02381 0.880 0.039 -0.040
H 2.68206 -0.96842 -0.55597 0.132 -0.424 0.482
H -0.02690 -0.73893 -2.64153 -0.381 1.291 0.434
```
Forces are in eV/Å.

Output
LUMO energy = 3.511 eV
E_HOMO = -3.827 eV
energy above the lowest of the compared OMol25 structures with the same formula, charge and spin = 142.9 kJ/mol
electronic energy = -11506.58643 eV
Kohn-Sham gap = 7.338 eV
net charge = -1